No. 1
12
Properties=species:S:1:pos:R:3:mulliken_charge:R:1 method="wB97M-V/def2-TZVPD" max_force_ev_per_a=1.3 homo_ev=-8.3463 de_lowest_kj_mol=15.3 e_lumo_ha=0.0271 smiles=Nc1[nH]c(O)nc1Cl e_tot_ev=-22216.2865 total_charge=0
C -0.55236 0.51072 0.02517 0.0213
C 1.21719 -0.76983 0.00679 0.4391
C -0.88492 -0.80504 -0.01290 0.2691
H -1.79630 1.75730 0.83704 0.2809
H -1.87165 1.87413 -0.80325 0.2716
H 1.43250 1.38915 -0.06134 0.2348
H 2.55211 -2.05786 0.04121 0.3742
N -1.24602 1.72317 0.00205 -0.5565
N 0.85222 0.53984 -0.02013 0.0107
N 0.24012 -1.61527 -0.01259 -0.6442
O 2.52926 -1.09500 0.00109 -0.4938
Cl -2.47215 -1.45131 -0.00313 -0.2072



No. 2
12
Properties=species:S:1:pos:R:3:mulliken_charge:R:1 method="wB97M-V/def2-TZVPD" max_force_ev_per_a=2.0 homo_ev=-8.3281 de_lowest_kj_mol=0.7 e_lumo_ha=0.0230 smiles=Nc1nc(Cl)c(S)[nH]1 e_tot_ev=-31004.0313 total_charge=0
C -1.79828 -0.05605 0.03478 0.3470
C 0.14307 0.72099 0.04230 0.7651
C 0.32862 -0.62782 0.02210 -0.3879
H -3.61890 0.73710 0.15022 0.3120
H -3.52086 -0.63420 -0.84085 0.2560
H 2.24703 -1.57314 1.18786 0.1443
H -1.30943 -2.09733 0.23392 0.2714
N -3.18202 -0.19870 0.04340 -0.5534
N -1.15711 1.08580 0.02039 -0.6295
N -0.97265 -1.12292 0.02265 -0.0597
S 1.73054 -1.65731 -0.09418 -0.2686
Cl 1.39149 1.85368 -0.02497 -0.1965



No. 3
12
Properties=species:S:1:pos:R:3:mulliken_charge:R:1 method="wB97M-V/def2-TZVPD" max_force_ev_per_a=3.6 homo_ev=-9.5699 de_lowest_kj_mol=136.1 e_lumo_ha=-0.0080 e_tot_ev=-32115.8901 total_charge=0
C 0.16929 -1.18457 -0.23402 0.5722
C 1.30102 -0.53956 0.58184 -0.3686
C -0.08818 0.10944 -0.87804 -0.2330
N 1.14610 0.65311 -0.35203 -0.4396
O -0.58524 -2.13486 -0.19494 -0.5322
O -1.49891 2.15292 0.50534 -0.4897
S -1.85699 1.05815 -0.41887 0.5090
Cl -2.73500 -0.62421 0.49942 -0.1715
H 0.90831 -0.35247 1.58914 0.2248
H 2.24509 -0.96327 0.73444 0.3337
H -0.07822 0.26544 -1.99440 0.2989
H 1.07273 1.55987 0.16212 0.2961



No. 4
11
Properties=species:S:1:pos:R:3:mulliken_charge:R:1 method="wB97M-V/def2-TZVPD" max_force_ev_per_a=4.9 homo_ev=-8.4949 de_lowest_kj_mol=435.4 e_lumo_ha=-0.0255 e_tot_ev=-30066.3567 total_charge=0
C -0.30284 -1.14611 -0.10061 -0.0431
C -0.04690 0.37087 0.02286 0.3776
C 1.32387 0.60089 0.61153 -0.5189
H -3.53155 -1.14012 -0.11017 0.3339
H 0.81293 -1.87818 -0.17768 0.2867
H 1.64786 1.55548 0.50070 0.3980
H 1.21530 0.56450 1.73054 0.2983
N -1.53893 -1.58179 0.15831 -0.3120
O -2.63012 -0.66891 0.03427 -0.3414
S -0.97127 1.62118 -0.18550 -0.2707
Cl 2.43321 -0.44533 -0.20943 -0.2083



No. 5
10
Properties=species:S:1:pos:R:3:mulliken_charge:R:1 method="wB97M-V/def2-TZVPD" max_force_ev_per_a=5.8 homo_ev=-8.9865 de_lowest_kj_mol=231.2 e_lumo_ha=-0.0209 e_tot_ev=-28020.7072 total_charge=0
C -0.37522 -0.20008 0.05376 0.1497
C 2.22859 -0.02707 0.06899 0.4419
C -1.74184 0.27186 -0.03530 -0.7967
N 0.47104 0.70476 0.12679 -0.4676
S 2.26794 -1.65091 0.01133 -0.2765
Cl 3.38285 1.08413 -0.04602 -0.0723
H -0.09585 -1.25845 -0.01902 0.2783
H -2.14770 -0.00615 -1.09790 0.2335
H -1.66795 1.34181 0.20012 0.2388
H -2.32185 -0.25991 0.73724 0.2709



No. 6
10
Properties=species:S:1:pos:R:3:mulliken_charge:R:1 method="wB97M-V/def2-TZVPD" max_force_ev_per_a=3.9 homo_ev=-7.9117 de_lowest_kj_mol=290.6 e_lumo_ha=0.0068 e_tot_ev=-28020.0915 total_charge=0
C 0.08006 -1.64630 0.15261 -0.1267
C 1.04472 0.98921 -0.26988 -0.7313
C -1.59798 0.01570 0.54355 -0.0738
N -1.00057 -1.05555 0.41252 -0.1482
S 1.48002 -0.71353 -0.54573 -0.0484
Cl -2.95602 0.51087 -0.28255 -0.0839
H 0.30032 -2.48759 0.65519 0.4072
H -0.06189 1.30041 -0.60104 0.1963
H 1.62489 1.74774 -0.92350 0.2922
H 1.08647 1.33905 0.85883 0.3167



No. 7
13
Properties=species:S:1:pos:R:3:mulliken_charge:R:1 method="wB97M-V/def2-TZVPD" max_force_ev_per_a=3.2 homo_ev=-4.3752 de_lowest_kj_mol=312.8 e_lumo_ha=0.0249 e_tot_ev=-34721.5182 total_charge=-1
C 0.58543 0.61496 -0.24581 0.3247
C -0.62787 -0.21861 -0.00035 0.0106
C 1.98519 0.21992 0.05174 -0.9408
O -2.34601 1.45952 0.73380 -0.5690
O -3.03018 -0.12405 -1.03031 -0.5656
O -2.91480 -0.86028 1.31368 -0.5774
O -0.20826 -0.07841 -1.22013 -0.1748
S -2.50543 0.06752 0.30171 1.1642
Cl 1.89818 -3.45950 -0.01242 -0.8793
H 0.40325 1.73367 -0.22499 0.3450
H 1.88264 -0.68688 0.60170 0.2890
H 2.33677 1.10733 0.58205 0.2944
H 2.54110 0.22480 -0.85067 0.2791



No. 8
9
Properties=species:S:1:pos:R:3:mulliken_charge:R:1 method="wB97M-V/def2-TZVPD" max_force_ev_per_a=4.8 homo_ev=-9.6673 de_lowest_kj_mol=50.8 e_lumo_ha=-0.0091 smiles="CC1=P(Cl)=C1" e_tot_ev=-24985.0757 total_charge=0
C 1.32272 0.60138 -0.37557 -0.3482
C 0.35851 -0.29205 -0.10898 0.3691
C -1.01698 -0.61853 -0.51827 -0.9262
P 1.56832 -0.38358 1.17070 0.0672
Cl 0.82595 1.36847 2.85182 -0.4580
H 1.46569 1.32945 -1.09122 0.4257
H -1.19574 -0.25274 -1.51552 0.2933
H -1.85743 -0.11933 0.03945 0.2770
H -1.47103 -1.63307 -0.45240 0.3001



No. 9
12
Properties=species:S:1:pos:R:3:mulliken_charge:R:1 method="wB97M-V/def2-TZVPD" max_force_ev_per_a=1.3 homo_ev=-1.3796 de_lowest_kj_mol=202.4 e_lumo_ha=0.0001 e_tot_ev=-11909.8441 total_charge=-1
O 0.64945 -1.31117 -0.22240 -0.4132
C 1.84352 -0.89877 0.04552 0.6616
C -0.19198 0.04634 -0.62328 -0.2133
O 2.85001 -1.58849 0.21275 -0.6803
O 1.96931 0.43790 0.00909 -0.2679
C 0.62465 1.10401 -0.03275 -0.6237
H -1.20198 -0.06136 -0.20227 0.2637
H -0.14671 -0.03573 -1.71947 0.1681
H 0.38707 1.20934 1.04093 0.1212
Cs 5.60153 0.37079 0.67114 0.9834
O -5.73786 0.24559 0.30891 -1.1212
H -6.64700 0.48155 0.51183 0.1216



No. 10
10
Properties=species:S:1:pos:R:3:mulliken_charge:R:1 method="wB97M-V/def2-TZVPD" spin_multiplicity=4 max_force_ev_per_a=4.1 s_squared=3.889 homo_ev="-11.6003 / -11.5772" de_lowest_kj_mol=560.7 e_lumo_ha="-0.2147 / -0.1961" e_tot_ev=-34874.5095 total_charge=+1
C 1.44382 0.29406 1.14676 -0.6312
C 0.15232 0.70836 1.19015 0.0782
O -0.24892 0.65240 -0.67152 -0.1687
C -1.37028 0.47293 -1.26638 -0.2812
O -1.17109 -0.58146 -2.10827 -0.2838
H 1.80212 0.10071 2.16921 0.3092
H -0.27789 1.56306 1.72721 0.3721
H -1.60112 -0.43655 -2.95737 0.3460
Er 1.53715 -1.74415 -0.35153 1.2476
H -0.26611 -1.02935 1.12175 0.0118



No. 11
12
Properties=species:S:1:pos:R:3:mulliken_charge:R:1 method="wB97M-V/def2-TZVPD" spin_multiplicity=5 max_force_ev_per_a=5.2 s_squared=6.002 homo_ev="-17.1229 / -17.3053" de_lowest_kj_mol=0.0 e_lumo_ha="-0.3747 / -0.3904" e_tot_ev=-38965.8257 total_charge=+2
C 0.13753 -0.09607 -1.12356 0.8726
O -0.35812 -0.88346 -1.92152 -0.0135
O -1.42651 -0.53785 1.13005 -0.4740
C -0.50197 -0.08169 1.80042 0.1091
O 0.84080 -0.50782 -0.09733 -0.3050
C 0.73490 0.31118 1.06841 -0.3661
Er -1.41846 -3.04154 -2.23443 1.1589
H 1.64187 0.15791 1.66196 0.3059
H -0.67985 0.43792 2.76231 0.3825
O 0.45287 1.27486 -1.42838 -0.4036
H 0.64598 1.41162 0.57415 0.3691
H -0.06904 1.55494 -2.19209 0.3642



No. 12
11
Properties=species:S:1:pos:R:3:mulliken_charge:R:1 method="wB97M-V/def2-TZVPD" spin_multiplicity=8 max_force_ev_per_a=2.9 s_squared=15.762 homo_ev="-7.4398 / -7.4850" de_lowest_kj_mol=0.0 e_lumo_ha="-0.0528 / -0.0516" e_tot_ev=-28646.2965 total_charge=0
O -1.53694 0.83458 -1.38277 -0.7774
C -2.21525 1.34277 -0.38045 0.8305
C 0.90109 -1.52378 0.02268 -0.3609
O -3.44299 1.18374 -0.23963 -0.6700
O -1.47245 1.98592 0.48724 -0.7906
C 1.80655 -0.79834 0.69602 -0.8339
H -0.10462 -1.68358 0.41758 0.2616
H 1.14138 -1.97505 -0.94215 0.2732
H 1.58079 -0.38193 1.68198 0.3701
H 2.82583 -0.67488 0.32413 0.3451
Eu 0.51660 1.69056 -0.68463 1.3523



No. 13
9
Properties=species:S:1:pos:R:3:mulliken_charge:R:1 method="wB97M-V/def2-TZVPD" max_force_ev_per_a=3.7 homo_ev=-9.1918 de_lowest_kj_mol=84.0 e_lumo_ha=0.0363 smiles="C/C(F)=C/F" e_tot_ev=-8609.2434 total_charge=0
C 0.79219 -0.14014 1.05760 -0.0966
C 0.43725 -0.07712 -0.24128 0.3538
C -0.97704 0.16415 -0.74556 -0.8225
F 2.01972 -0.33721 1.41923 -0.2282
F 1.33228 -0.35245 -1.18956 -0.2678
H 0.24222 0.10821 1.99146 0.2840
H -0.82865 0.65922 -1.66994 0.3048
H -1.64453 -0.83305 -0.69354 0.2153
H -1.37346 0.80839 0.07159 0.2572



No. 14
12
Properties=species:S:1:pos:R:3:mulliken_charge:R:1 method="wB97M-V/def2-TZVPD" max_force_ev_per_a=2.9 homo_ev=-15.8762 de_lowest_kj_mol=5.2 e_lumo_ha=-0.1958 smiles="C=NC(=[NH2+])C(F)(F)F" e_tot_ev=-14300.1720 total_charge=+1
C -0.52651 -1.64730 -0.00299 -0.1478
C 0.98005 0.34446 -0.08378 0.2137
C 2.50796 -0.20936 -0.00806 0.8219
N 0.08804 -0.54941 -0.04742 -0.0244
N 0.67130 1.64887 -0.04609 -0.3510
F 2.60402 -1.51996 0.30054 -0.2153
F 3.00950 0.06285 -1.16153 -0.1881
F 3.17031 0.47349 0.93356 -0.2060
H -0.93639 -1.96811 0.89847 0.2859
H -0.87216 -2.10132 -0.85389 0.2992
H 1.22447 2.37852 -0.48391 0.2617
H -0.23895 2.02619 0.14347 0.2502



No. 15
12
Properties=species:S:1:pos:R:3:mulliken_charge:R:1 method="wB97M-V/def2-TZVPD" max_force_ev_per_a=5.3 homo_ev=-10.2177 de_lowest_kj_mol=382.7 e_lumo_ha=0.0309 smiles=F[C@@H]1C[C@H](F)N(F)O1 e_tot_ev=-14861.5173 total_charge=0
C 0.53877 -0.77054 -0.06118 -0.6698
C -0.32205 0.05285 -1.10847 0.1313
C 0.65892 0.12782 1.09874 0.2722
N -1.22764 0.88820 -0.27482 0.1506
O -0.56921 1.24258 0.74371 -0.2993
F 0.44670 0.98481 -1.74290 -0.2827
F 1.81270 0.70182 1.27294 -0.2115
F -2.21625 -0.13484 0.28678 -0.3350
H -0.00610 -1.72447 -0.04264 0.3172
H 1.66044 -0.91966 -0.34972 0.2974
H -0.90603 -0.42956 -1.89941 0.3438
H 0.12974 -0.01901 2.07696 0.2858



No. 16
9
Properties=species:S:1:pos:R:3:mulliken_charge:R:1 method="wB97M-V/def2-TZVPD" max_force_ev_per_a=5.6 homo_ev="-11.6204 / -11.6206" de_lowest_kj_mol=320.2 e_lumo_ha="-0.0542 / -0.0542" e_tot_ev=-7379.2175 total_charge=0
C 0.12939 0.03197 2.41200 -0.0419
C -0.47245 0.47444 0.25121 -0.4157
C 0.56055 -0.23943 -0.52085 -0.1874
N 0.58525 -0.39665 3.37172 -0.3196
F 0.55918 0.32738 -1.78485 -0.2538
H -1.43858 0.15226 0.30592 0.3567
H -0.48103 1.58667 0.47653 0.3005
H 0.46665 -1.24793 -0.52150 0.3156
H 1.61653 -0.19893 0.00061 0.2456



No. 17
9
Properties=species:S:1:pos:R:3:mulliken_charge:R:1 method="wB97M-V/def2-TZVPD" max_force_ev_per_a=10.0 homo_ev="-8.9474 / -8.0772" de_lowest_kj_mol=297.1 e_lumo_ha="-0.0074 / -0.0147" smiles="C=NC(=C)F" e_tot_ev=-7379.4571 total_charge=0
C 1.83316 -0.49052 0.05144 -0.7487
C -1.81224 0.10389 -0.03244 -0.3092
C 0.33701 0.16707 0.09423 0.5646
N -0.69825 -0.51884 -0.20796 -0.4024
F 0.38660 1.54585 0.20745 -0.2367
H 2.65222 0.05485 -0.27531 0.3186
H 1.91814 -1.56836 0.14720 0.2801
H -2.58525 -0.30317 -0.61388 0.3049
H -2.03139 1.00922 0.62927 0.2289



No. 18
9
Properties=species:S:1:pos:R:3:mulliken_charge:R:1 method="wB97M-V/def2-TZVPD" spin_multiplicity=3 max_force_ev_per_a=2.1 s_squared=2.012 homo_ev="-8.5192 / -12.5876" de_lowest_kj_mol=49.3 e_lumo_ha="0.0360 / -0.0708" e_tot_ev=-7378.1886 total_charge=0
C 1.48140 -0.41902 -0.14966 0.3617
C -0.93732 -0.19023 0.49421 -0.8766
C 0.32232 0.36671 -0.06970 0.1312
N 2.43845 -1.05472 -0.17620 -0.3441
F 0.51400 1.67109 0.15861 -0.2406
H -1.00046 -1.26167 0.31496 0.3250
H -1.80775 0.31311 0.07771 0.2882
H -0.93810 -0.00809 1.57415 0.2873
H -0.07255 0.58281 -2.22408 0.0680



No. 19
9
Properties=species:S:1:pos:R:3:mulliken_charge:R:1 method="wB97M-V/def2-TZVPD" spin_multiplicity=3 max_force_ev_per_a=4.4 s_squared=2.050 homo_ev="-6.4170 / -9.4290" de_lowest_kj_mol=92.4 e_lumo_ha="0.0418 / -0.0544" e_tot_ev=-7377.7418 total_charge=0
C -0.47325 -0.63370 0.79820 -0.0060
C 0.83076 0.74057 -1.14963 -0.4380
C -1.59068 -1.06573 1.48983 -0.2581
N -0.05657 0.11512 -0.34711 -0.2776
F -1.34667 -2.03784 2.41138 -0.2129
H 0.45817 -0.91820 1.33123 0.2458
H 0.62581 0.75045 -2.22557 0.2616
H 1.70269 1.08967 -0.71091 0.2951
H -2.58897 -0.79726 1.28398 0.3901



No. 20
11
Properties=species:S:1:pos:R:3:mulliken_charge:R:1 method="wB97M-V/def2-TZVPD" max_force_ev_per_a=7.2 homo_ev="-9.6856 / -9.7950" de_lowest_kj_mol=499.5 e_lumo_ha="-0.0793 / -0.0720" smiles="C[C@H](F)C(=O)N=O" e_tot_ev=-11473.2159 total_charge=0
C 1.02893 0.56605 -0.17052 0.3873
C -0.55074 -1.17603 -0.16484 -1.1870
C -0.21054 0.02538 0.61277 0.5122
N 0.82485 1.76524 -0.40917 0.4110
O 2.05414 -0.21713 -0.23206 -0.6158
O 0.09873 2.70065 -0.60141 -0.3923
F -1.17308 0.91714 0.80082 -0.3105
H -1.58339 -1.59765 0.13656 0.3090
H -0.87958 -0.81822 -1.21208 0.2761
H 0.30348 -1.77030 -0.31040 0.3992
H 0.08720 -0.39514 1.55034 0.2108